1.
{"formula": "C4H11NO2", "method": "ωB97M-V/def2-TZVPD", "species": ["C", "C", "C", "C", "N", "O", "O", "H", "H", "H", "H", "H", "H", "H", "H", "H", "H", "H"], "xyz": [[0.829, 0.147, -0.023], [-0.428, -0.909, 0.897], [1.005, -0.527, -1.360], [-1.781, -1.113, 0.267], [-0.026, 1.225, 0.028], [0.028, 1.840, 1.280], [1.382, 2.089, -0.884], [-0.804, 2.339, 1.296], [1.662, 2.692, -0.178], [1.693, 0.155, 0.639], [-0.483, -0.528, 1.915], [0.177, -1.818, 0.889], [1.870, -0.092, -1.860], [1.151, -1.604, -1.243], [0.136, -0.364, -1.998], [-1.704, -1.347, -0.797], [-2.413, -0.231, 0.384], [-2.294, -1.954, 0.749]], "forces_ev_per_angstrom": [[-3.25, -4.00, 2.56], [2.47, 0.35, -0.83], [0.14, 0.45, -0.10], [-0.04, 0.11, -0.12], [2.69, 3.07, -1.20], [-0.22, -0.65, -0.95], [-1.63, 0.37, 0.73], [0.26, 0.03, -0.02], [-0.17, -0.03, -0.09], [-0.06, 0.21, -0.08], [0.07, 0.08, -0.09], [-0.26, -0.18, 0.19], [-0.08, -0.11, -0.04], [0.01, 0.14, 0.11], [0.00, 0.03, 0.07], [-0.04, 0.03, 0.04], [0.01, -0.04, -0.11], [0.09, 0.12, -0.05]], "homo_lumo_gap_ev": [9.31, 9.31], "mol_weight_g_mol": 105.14, "relative_energy_kj_mol": 584.32, "e_lumo_ev": [0.5, 0.5], "multiplicity": 1}

2.
{"formula": "C2H2N2O", "method": "ωB97M-V/def2-TZVPD", "species": ["N", "C", "O", "H", "C", "N", "H"], "xyz": [[0.434, 1.182, -0.287], [-0.225, 0.616, -1.149], [-0.860, -0.006, -1.902], [0.778, 2.112, -0.466], [-0.028, -1.290, 1.289], [-0.625, -1.907, 0.518], [0.526, -0.708, 1.997]], "forces_ev_per_angstrom": [[-0.25, -0.19, -0.35], [-0.28, -0.20, -0.38], [0.51, 0.49, 0.60], [0.03, 0.04, 0.03], [-0.53, -0.59, -0.64], [0.60, 0.54, 0.86], [-0.08, -0.08, -0.11]], "homo_lumo_gap_ev": 11.93, "mol_weight_g_mol": 70.05, "relative_energy_kj_mol": 57.13, "e_lumo_ev": 0.7, "smiles": "N=C=O.C#N", "multiplicity": 1}

3.
{"formula": "C5H7ClS2", "method": "ωB97M-V/def2-TZVPD", "species": ["C", "C", "Cl", "C", "C", "S", "C", "S", "H", "H", "H", "H", "H", "H", "H"], "xyz": [[-1.324, 0.335, 1.620], [-0.987, -0.235, 0.244], [-2.533, -0.480, -0.676], [-0.103, -1.524, 0.394], [1.044, -0.683, -0.087], [2.664, -0.965, -0.076], [0.171, 0.431, -0.609], [0.643, 2.117, -0.090], [-0.436, 0.480, 2.267], [-1.796, 1.327, 1.542], [-1.988, -0.311, 2.139], [-0.330, -2.338, -0.256], [0.006, -1.921, 1.433], [0.044, 0.375, -1.679], [1.849, 2.164, -0.664]], "forces_ev_per_angstrom": [[0.89, 1.52, -0.36], [-0.27, -0.58, 0.02], [0.49, 0.11, 0.19], [0.03, 1.00, 1.24], [2.31, -1.09, -0.47], [-1.71, 0.57, 0.02], [0.09, 0.26, 1.52], [-0.41, -0.03, -0.01], [-0.20, -0.22, -0.58], [0.05, -0.33, -0.08], [-0.67, -0.71, 0.29], [-0.26, -0.47, -0.65], [-0.14, 0.34, -0.76], [-0.29, -0.12, -0.25], [0.06, -0.24, -0.12]], "homo_lumo_gap_ev": 8.29, "mol_weight_g_mol": 166.70, "relative_energy_kj_mol": 74.02, "e_lumo_ev": -0.7, "smiles": "C[C@]1(Cl)CC(=S)[C@@H]1S", "multiplicity": 1}

4.
{"formula": "C36H33Cl2N4O5Os", "method": "ωB97M-V/def2-TZVPD", "species": ["Os", "O", "C", "O", "C", "C", "C", "C", "C", "O", "C", "C", "O", "O", "H", "H", "H", "H", "H", "H", "H", "H", "C", "C", "C", "C", "C", "C", "C", "N", "C", "N", "C", "C", "C", "C", "C", "C", "C", "N", "C", "C", "C", "C", "C", "C", "C", "H", "H", "H", "H", "H", "H", "H", "H", "H", "H", "H", "H", "H", "H", "H", "H", "H", "H", "H", "H", "H", "H", "Cl", "C", "C", "C", "C", "C", "Cl", "C", "N", "H", "H", "H"], "xyz": [[0.493, -0.357, -1.128], [2.582, -3.583, -3.032], [2.144, -2.465, -2.778], [1.420, -2.169, -1.758], [2.346, -1.360, -3.801], [0.983, -0.841, -4.283], [1.139, -0.069, -5.593], [1.826, 1.239, -5.100], [1.914, 0.981, -3.593], [0.703, 0.229, -3.341], [3.007, -0.038, -3.305], [3.403, -0.031, -1.843], [4.562, -0.267, -1.529], [2.469, 0.314, -1.017], [2.916, -1.803, -4.615], [0.181, -1.571, -4.271], [0.161, 0.139, -6.028], [1.737, -0.622, -6.316], [1.217, 2.117, -5.314], [2.816, 1.386, -5.529], [1.931, 1.860, -2.958], [3.909, 0.171, -3.878], [0.659, -0.937, 4.871], [-0.776, -0.528, 5.066], [-1.223, 0.004, 6.272], [-2.537, 0.422, 6.437], [-3.434, 0.304, 5.387], [-3.009, -0.236, 4.180], [-1.692, -0.643, 4.017], [-1.275, -1.196, 2.771], [-0.889, -0.386, 1.706], [-1.534, 0.816, 1.632], [-0.988, 1.959, 0.979], [-0.868, 1.947, -0.404], [-0.296, 3.058, -1.031], [0.074, 4.165, -0.297], [-0.102, 4.182, 1.085], [-0.622, 3.071, 1.738], [-0.806, 3.073, 3.235], [0.041, -0.759, 0.889], [0.644, -2.051, 1.100], [-0.104, -3.201, 0.864], [0.479, -4.454, 0.971], [1.803, -4.560, 1.366], [2.527, -3.411, 1.650], [1.975, -2.140, 1.520], [2.809, -0.916, 1.773], [1.249, -0.703, 5.756], [1.103, -0.421, 4.016], [0.757, -2.007, 4.673], [-0.519, 0.103, 7.091], [-2.857, 0.839, 7.384], [-4.463, 0.618, 5.507], [-3.700, -0.365, 3.354], [-0.670, -2.004, 2.845], [-2.113, 1.019, 2.428], [-0.178, 3.034, -2.108], [0.486, 5.032, -0.798], [0.187, 5.053, 1.664], [-0.279, 3.918, 3.679], [-0.422, 2.157, 3.693], [-1.861, 3.158, 3.513], [-1.136, -3.093, 0.549], [-0.098, -5.340, 0.735], [2.278, -5.531, 1.438], [3.561, -3.493, 1.968], [3.311, -0.614, 0.854], [3.569, -1.121, 2.532], [2.204, -0.066, 2.089], [-3.319, 3.281, -1.594], [-2.960, 1.901, -2.610], [-3.634, 1.860, -3.824], [-3.603, 0.731, -4.625], [-2.973, -0.403, -4.126], [-2.296, -0.339, -2.930], [-1.602, -1.807, -2.295], [-2.120, 0.850, -2.169], [-1.293, 0.809, -1.100], [-4.206, 2.730, -4.118], [-4.102, 0.717, -5.585], [-3.019, -1.349, -4.653]], "forces_ev_per_angstrom": [[-0.63, -0.08, -2.06], [-0.04, 0.03, 0.04], [-0.22, -0.08, 0.30], [0.57, -0.17, 0.63], [0.08, 0.12, -0.24], [0.14, 0.01, -0.20], [0.01, 0.21, 0.11], [-0.13, -0.17, -0.01], [0.02, 0.24, -0.28], [-0.05, -0.32, 0.47], [0.09, -0.11, -0.19], [-0.22, -0.03, 0.30], [-0.02, 0.11, 0.07], [-0.03, 0.07, 0.67], [-0.01, 0.06, -0.09], [-0.03, 0.02, 0.11], [0.02, 0.01, -0.02], [-0.01, -0.01, 0.00], [-0.01, -0.01, -0.01], [-0.02, 0.03, -0.02], [-0.06, -0.01, 0.07], [0.03, -0.01, -0.03], [-0.05, 0.00, 0.02], [0.09, 0.07, 0.08], [0.01, -0.04, -0.04], [0.04, -0.01, -0.01], [0.01, 0.01, -0.04], [-0.13, -0.05, 0.06], [0.05, -0.07, -0.15], [-0.10, 0.10, 0.08], [0.17, 0.36, 0.21], [0.17, -0.02, -0.09], [-0.06, 0.06, 0.47], [-0.12, -0.19, -0.46], [0.04, 0.20, -0.11], [-0.08, -0.06, 0.08], [0.04, 0.03, -0.03], [0.04, -0.07, 0.00], [0.04, -0.01, -0.05], [0.45, -1.05, -0.44], [-0.09, 0.16, 0.41], [0.04, -0.07, -0.17], [-0.03, 0.01, 0.07], [0.02, 0.04, 0.00], [-0.02, 0.00, -0.01], [0.00, 0.05, 0.05], [0.04, -0.10, 0.04], [0.00, -0.01, 0.00], [-0.01, -0.02, 0.01], [0.00, 0.01, 0.00], [-0.01, 0.00, -0.01], [0.00, -0.01, -0.01], [0.02, 0.01, -0.01], [0.02, -0.01, 0.03], [-0.05, -0.04, 0.02], [-0.02, 0.01, 0.01], [-0.01, 0.01, 0.01], [0.04, -0.02, 0.00], [-0.01, -0.02, -0.02], [-0.03, 0.00, 0.00], [-0.01, 0.02, -0.01], [0.02, -0.03, 0.02], [0.02, 0.00, -0.04], [0.00, 0.01, 0.01], [-0.01, 0.01, 0.01], [-0.01, 0.00, -0.04], [-0.01, 0.04, -0.02], [-0.05, 0.00, 0.01], [0.01, 0.01, -0.03], [0.07, -0.02, -0.02], [-0.20, 0.10, -0.12], [0.07, -0.03, 0.06], [-0.05, 0.03, 0.03], [0.00, -0.03, 0.02], [0.01, -0.02, -0.18], [-0.12, 0.04, 0.19], [0.20, -0.04, 0.16], [0.03, 0.68, 0.25], [0.01, 0.00, 0.01], [-0.03, -0.02, 0.05], [0.04, 0.04, 0.00]], "homo_lumo_gap_ev": 5.44, "charge": -1, "mol_weight_g_mol": 862.82, "relative_energy_kj_mol": 136.66, "e_lumo_ev": 2.4, "multiplicity": 1}

5.
{"formula": "C19H24N6OS", "method": "ωB97M-V/def2-TZVPD", "species": ["C", "C", "C", "C", "C", "N", "C", "N", "C", "N", "N", "C", "N", "C", "C", "C", "C", "C", "O", "N", "C", "C", "C", "C", "C", "S", "C", "H", "H", "H", "H", "H", "H", "H", "H", "H", "H", "H", "H", "H", "H", "H", "H", "H", "H", "H", "H", "H", "H", "H", "H"], "xyz": [[-4.393, -1.424, 0.091], [-3.266, -1.489, 1.123], [-1.914, -1.523, 0.455], [-1.119, -2.688, 0.546], [-1.464, -3.826, 1.457], [-0.032, -2.889, -0.169], [0.340, -1.940, -0.999], [1.368, -1.908, -1.832], [1.302, -0.692, -2.369], [0.305, 0.064, -1.953], [-0.342, -0.723, -1.079], [-1.478, -0.480, -0.370], [-2.155, 0.696, -0.556], [-2.135, 1.407, -1.819], [-1.170, 2.593, -1.823], [-1.439, 3.505, -0.629], [-1.529, 2.730, 0.685], [-0.243, 2.178, 1.307], [-0.305, 1.553, 2.350], [0.926, 2.473, 0.710], [2.187, 2.063, 1.306], [2.595, 0.671, 0.944], [2.116, -0.494, 1.459], [2.753, -1.637, 0.927], [3.704, -1.325, 0.013], [3.838, 0.370, -0.228], [-2.516, 1.555, 0.548], [-5.358, -1.445, 0.592], [-4.330, -0.517, -0.503], [-4.336, -2.278, -0.581], [-3.356, -0.651, 1.813], [-3.394, -2.394, 1.713], [-2.390, -4.308, 1.148], [-1.570, -3.485, 2.485], [-0.660, -4.555, 1.402], [2.011, -0.334, -3.089], [-3.158, 1.769, -1.987], [-1.878, 0.716, -2.621], [-0.157, 2.193, -1.811], [-1.299, 3.152, -2.752], [-0.683, 4.291, -0.561], [-2.403, 4.001, -0.780], [-1.934, 3.395, 1.458], [0.948, 2.840, -0.226], [2.047, 2.117, 2.390], [2.956, 2.775, 0.998], [1.333, -0.522, 2.196], [2.502, -2.645, 1.201], [4.325, -1.986, -0.558], [-3.528, 1.939, 0.378], [-2.488, 1.003, 1.485]], "forces_ev_per_angstrom": [[-0.03, -0.03, 0.19], [-0.03, 0.15, -0.21], [0.08, 0.30, -0.01], [0.27, 0.04, -0.14], [-0.01, 0.01, 0.04], [0.09, -0.66, 0.28], [-0.29, 0.74, -0.33], [0.21, -0.59, -0.12], [-0.35, -0.16, 0.33], [0.01, 0.93, -0.46], [0.56, -1.03, 0.01], [-0.38, -0.41, 0.27], [0.28, 0.03, -0.04], [0.19, 0.16, -0.51], [-0.17, 0.09, 0.06], [0.07, -0.10, -0.03], [-0.26, -0.11, 0.04], [-0.29, 0.39, -0.30], [0.01, -0.26, 0.35], [0.31, 0.22, -0.19], [-0.09, -0.07, 0.16], [0.31, 0.00, -0.24], [0.00, 0.19, 0.00], [0.31, -0.08, -0.02], [0.21, 0.30, -0.01], [-0.32, -0.22, 0.49], [0.07, 0.13, 0.52], [-0.14, 0.00, -0.01], [-0.04, 0.07, -0.08], [-0.03, -0.07, -0.09], [-0.02, -0.08, 0.09], [0.05, 0.08, 0.06], [-0.12, -0.05, 0.06], [-0.10, -0.03, 0.10], [-0.01, -0.01, 0.01], [0.12, 0.16, -0.17], [0.02, -0.03, -0.04], [-0.13, 0.08, 0.04], [-0.15, 0.08, -0.06], [0.01, 0.02, -0.05], [-0.05, 0.07, 0.00], [0.03, 0.08, 0.05], [0.07, -0.09, -0.03], [-0.16, 0.00, 0.06], [0.14, 0.09, -0.19], [-0.07, 0.01, 0.11], [-0.15, 0.05, 0.16], [-0.04, -0.20, 0.00], [0.08, -0.21, -0.12], [0.02, -0.02, 0.04], [-0.08, 0.06, -0.09]], "homo_lumo_gap_ev": 8.78, "mol_weight_g_mol": 384.51, "relative_energy_kj_mol": 0.00, "e_lumo_ev": 0.6, "smiles": "CCc1c(C)nc2ncnn2c1N1CCC[C@H](C(=O)NCc2cccs2)C1", "multiplicity": 1}

6.
{"formula": "C28H52Cl2CrN3O4Si2", "method": "ωB97M-V/def2-TZVPD", "species": ["C", "C", "H", "H", "H", "C", "C", "H", "H", "H", "H", "Cr", "Cl", "C", "O", "N", "C", "C", "H", "H", "H", "H", "H", "H", "H", "H", "H", "C", "C", "N", "H", "C", "O", "H", "H", "H", "H", "H", "H", "C", "C", "N", "H", "C", "O", "H", "H", "H", "H", "O", "C", "C", "C", "H", "C", "H", "C", "H", "C", "C", "H", "H", "H", "Si", "Cl", "C", "C", "C", "H", "H", "H", "H", "H", "H", "H", "H", "H", "C", "Si", "C", "C", "C", "C", "H", "H", "H", "H", "H", "H", "H", "H", "H"], "xyz": [[2.631, -2.498, -2.667], [2.144, -1.666, -3.805], [2.108, -3.459, -2.618], [2.478, -1.965, -1.735], [3.697, -2.739, -2.757], [2.247, -2.168, -5.063], [2.633, -3.567, -5.409], [2.227, -1.538, -5.952], [2.095, -4.294, -4.774], [3.720, -3.740, -5.302], [2.390, -3.798, -6.466], [1.809, 1.467, -0.634], [3.645, 2.085, -1.730], [-0.137, 2.891, 0.657], [-0.056, 1.753, 0.104], [-1.262, 3.631, 0.765], [-2.576, 3.020, 0.574], [-1.136, 5.052, 0.488], [0.772, 3.350, 1.113], [-2.735, 2.216, 1.297], [-2.680, 2.625, -0.441], [-3.328, 3.799, 0.715], [-0.443, 5.498, 1.226], [-2.131, 5.510, 0.547], [-0.726, 5.201, -0.529], [-3.545, 1.296, 4.424], [-2.169, 1.624, 6.650], [-3.361, 0.220, 4.563], [-2.052, 0.530, 6.632], [-2.107, 0.045, 5.262], [-3.375, -0.293, 3.599], [-1.032, -0.515, 4.670], [-0.994, -0.949, 3.509], [-1.083, 0.255, 7.061], [-0.174, -0.536, 5.374], [-4.160, -0.177, 5.203], [-2.856, 0.061, 7.214], [-0.333, -4.955, 2.864], [-1.022, -4.229, 0.174], [-1.403, -5.200, 2.825], [-2.026, -4.503, 0.536], [-2.125, -4.272, 1.969], [-1.812, -5.190, 3.839], [-2.645, -3.115, 2.447], [-3.123, -2.225, 1.743], [-2.786, -3.907, 0.036], [-2.659, -3.060, 3.559], [-1.481, -6.212, 2.422], [-2.186, -5.568, 0.362], [1.061, 0.040, -2.262], [1.834, -0.188, -3.543], [0.460, -0.089, -5.742], [1.255, 0.529, -4.774], [0.242, -1.150, -5.642], [-0.004, 0.614, -6.870], [2.822, 0.274, -3.379], [1.651, 1.848, -5.018], [-0.625, 0.070, -7.585], [0.369, 1.935, -7.082], [1.215, 2.546, -6.159], [2.338, 2.312, -4.316], [0.051, 2.466, -7.990], [1.553, 3.568, -6.335], [-0.896, -0.466, -2.394], [-0.711, -2.554, -1.915], [-1.576, -1.161, -4.063], [-0.866, 1.483, -2.850], [-2.331, -0.044, -1.235], [-1.767, -0.386, -4.806], [-2.528, -1.638, -3.825], [-0.968, -1.949, -4.525], [-3.071, -0.831, -1.112], [-2.926, 0.806, -1.574], [-1.954, 0.207, -0.258], [-0.861, 1.517, -3.944], [0.025, 2.064, -2.532], [-1.734, 2.043, -2.492], [4.453, 1.881, 4.579], [2.697, 1.291, 4.342], [2.481, -0.234, 5.418], [1.440, 2.492, 5.062], [2.422, 1.146, 2.523], [2.230, 1.230, 1.295], [4.880, 1.483, 5.513], [4.521, 2.978, 4.603], [5.067, 1.523, 3.738], [3.403, -0.416, 5.997], [1.665, -0.129, 6.158], [2.271, -1.111, 4.793], [1.725, 3.536, 4.882], [0.443, 2.331, 4.632], [1.373, 2.342, 6.148]], "forces_ev_per_angstrom": [[-0.20, -0.28, 0.46], [0.16, -0.15, -1.52], [-0.05, 0.18, 0.12], [-0.07, -0.16, 0.22], [-0.06, 0.18, -0.13], [0.55, 0.72, 0.48], [0.06, -0.78, -0.04], [-0.38, 0.05, 0.50], [0.35, 0.17, -0.23], [-0.34, 0.01, 0.10], [0.05, 0.17, 0.59], [-0.52, -1.70, -1.27], [-0.49, 0.00, 0.53], [-0.50, -0.06, -0.25], [-0.16, 1.46, 0.65], [0.61, -1.36, -0.08], [-0.12, -0.18, -0.51], [0.67, 0.57, 0.20], [-0.44, 0.00, -0.55], [0.12, 0.09, -0.18], [-0.01, -0.05, 0.17], [0.11, -0.16, 0.11], [-0.42, 0.05, -0.39], [0.48, -0.07, 0.12], [-0.31, 0.10, 0.45], [-0.07, -0.22, -0.09], [0.01, -0.25, 0.15], [-0.32, 0.22, 0.20], [0.00, -0.11, -0.39], [0.07, -0.06, 0.07], [0.24, -0.01, 0.12], [0.07, -0.57, -1.45], [0.18, 0.80, 2.01], [-0.20, 0.13, 0.03], [-0.12, -0.18, -0.40], [0.01, 0.07, -0.23], [0.21, 0.19, -0.01], [-0.10, 0.00, 0.06], [-0.44, -0.03, -0.02], [0.09, 0.31, -0.02], [0.31, 0.13, 0.25], [-0.02, -0.10, 0.31], [0.07, 0.04, -0.12], [-0.57, 0.53, -0.67], [0.32, -0.86, 0.81], [0.21, -0.03, -0.06], [0.14, -0.06, -0.38], [-0.17, 0.06, 0.05], [-0.07, 0.01, -0.13], [0.92, -0.62, 0.35], [0.45, -0.26, 0.11], [-0.12, 0.33, -0.46], [0.18, 0.17, -0.14], [-0.12, 0.72, -0.16], [0.27, -0.63, 0.50], [-0.51, -0.03, 0.25], [-0.23, 0.14, -0.48], [0.15, 0.28, 0.13], [0.07, 0.03, -0.10], [0.21, -0.11, 0.46], [-0.12, 0.12, -0.08], [0.10, -0.22, 0.51], [-0.06, -0.26, 0.11], [-0.99, 1.99, -1.69], [1.06, -0.44, 1.24], [-0.15, 0.55, -0.22], [0.33, 0.67, -0.39], [-0.74, -0.92, 0.30], [-0.12, -0.04, -0.01], [-0.08, 0.03, 0.22], [-0.15, 0.23, 0.37], [0.19, -0.49, 0.25], [0.36, -0.01, -0.27], [0.10, -0.01, 0.57], [-0.07, 0.31, 0.08], [-0.32, -0.13, -0.20], [0.00, -0.12, -0.15], [0.36, 0.15, -0.11], [-0.14, 0.28, 0.83], [0.03, -0.63, -0.09], [0.01, 0.36, -0.20], [-0.54, 0.15, -2.29], [0.76, -0.39, 1.77], [-0.13, 0.19, -0.28], [0.02, -0.27, -0.04], [-0.08, 0.12, 0.29], [-0.31, -0.01, -0.34], [0.36, 0.06, -0.45], [0.05, -0.02, 0.30], [-0.13, -0.13, 0.01], [0.13, -0.01, 0.09], [0.04, 0.05, -0.21]], "homo_lumo_gap_ev": [4.74, 6.76], "mol_weight_g_mol": 673.82, "e_lumo_ev": [-2.8, -0.9], "multiplicity": 4}

- Look up the multiplicity of the sixth one.
  4

- Look up the multiplicity of the first one.
  1